Entry 1:
{
  "formula": "C18H17Cl2N3O3ReS2",
  "method": "ωB97M-V/def2-TZVPD",
  "elements": ["Re", "Cl", "Cl", "S", "S", "O", "O", "O", "N", "N", "N", "C", "C", "C", "C", "C", "C", "C", "C", "C", "C", "C", "C", "C", "C", "C", "C", "C", "C", "H", "H", "H", "H", "H", "H", "H", "H", "H", "H", "H", "H", "H", "H", "H", "H", "H"],
  "positions_angstrom": [[-0.84448, -1.03625, 0.12958], [0.22670, -1.88484, -4.43731], [1.90985, 0.30482, -3.43221], [-4.81605, -3.53696, -0.46146], [-2.03328, -2.84262, 0.64237], [0.88221, -1.66054, 1.00892], [-1.34594, 0.82568, -2.42366], [-0.28189, -1.01018, -1.64769], [-3.79301, -1.15964, -0.49964], [-2.73696, -0.34411, -0.17135], [-0.75933, 0.89143, 0.87437], [-1.86820, 1.65273, 0.61742], [2.85390, -2.26352, -0.84712], [-4.12641, -5.07492, 0.18819], [-0.76749, 3.59469, 1.45535], [3.05017, -2.40313, 0.53669], [0.32614, 1.47151, 1.41309], [2.09521, -2.28730, 2.92542], [-0.58001, -0.06278, -2.61173], [4.28149, -2.87285, 1.02057], [-3.58152, -2.38780, -0.17296], [3.87043, -2.57764, -1.72276], [5.08853, -3.03882, -1.23078], [0.27134, -0.22942, -3.85609], [-2.98472, 0.89997, 0.07584], [-1.89912, 3.00086, 0.90629], [1.97565, -2.09468, 1.45014], [0.35599, 2.82141, 1.71075], [5.29349, -3.18853, 0.13650], [6.24098, -3.55271, 0.50725], [1.25011, 3.25298, 2.13640], [1.21398, -1.90221, 3.43173], [2.99016, -1.80032, 3.31157], [-3.98001, 1.30645, -0.05530], [-4.89935, -5.81541, -0.00832], [-2.79174, 3.57453, 0.69981], [1.17602, 0.82919, 1.59358], [5.88397, -3.28822, -1.92019], [-0.11169, 0.43190, -4.62659], [-3.96447, -5.01702, 1.26170], [-0.76641, 4.65251, 1.68079], [1.90287, -1.91901, -1.23098], [4.45055, -2.99659, 2.08108], [3.71947, -2.47180, -2.78823], [2.18773, -3.35326, 3.14585], [-3.22372, -5.36302, -0.34325]],
  "atomic_forces_ev_per_a": [[0.187, -0.107, 0.002], [0.014, -0.019, -0.004], [-0.041, -0.019, 0.017], [-0.009, -0.023, -0.018], [-0.008, -0.135, 0.002], [-0.277, 0.223, 0.048], [0.007, -0.073, -0.027], [-0.162, 0.123, 0.074], [-0.019, 0.034, -0.048], [0.085, 0.029, 0.015], [-0.086, 0.121, -0.027], [0.031, -0.018, -0.024], [-0.028, 0.012, 0.009], [0.008, 0.018, 0.010], [0.071, -0.038, 0.013], [0.036, -0.047, -0.015], [-0.026, 0.033, 0.033], [-0.035, -0.011, -0.014], [0.143, 0.163, -0.028], [-0.016, 0.007, -0.006], [0.025, 0.045, 0.118], [0.005, -0.005, -0.007], [0.000, -0.005, 0.021], [-0.082, -0.046, -0.034], [0.072, -0.036, -0.008], [-0.017, -0.097, -0.028], [0.067, -0.134, -0.007], [-0.060, 0.007, -0.027], [-0.004, 0.008, -0.020], [0.008, 0.000, 0.000], [0.007, -0.001, -0.001], [0.007, 0.012, -0.009], [-0.003, 0.007, 0.000], [-0.005, 0.005, 0.014], [-0.008, -0.004, -0.005], [-0.012, 0.004, 0.002], [0.006, -0.008, 0.004], [0.008, -0.002, -0.006], [0.011, -0.008, 0.016], [0.000, -0.001, -0.018], [0.003, 0.006, 0.008], [0.077, -0.013, -0.010], [-0.011, 0.006, 0.011], [-0.001, 0.001, -0.002], [0.025, -0.002, -0.020], [0.009, -0.010, -0.005]],
  "gap_ev": [6.663, 6.118],
  "relative_energy_ev": 0.059,
  "energy_ev": -78385.26095,
  "charge": 2,
  "s_squared": 0.78,
  "multiplicity": 2,
  "homo_ev": [-14.6, -14.6]
}

---

Entry 2:
{
  "formula": "C18H17Cl3GeN5O3Pd",
  "method": "ωB97M-V/def2-TZVPD",
  "elements": ["Pd", "Ge", "Cl", "Cl", "Cl", "O", "O", "O", "N", "N", "N", "N", "N", "C", "C", "C", "C", "C", "C", "C", "C", "C", "C", "C", "C", "C", "C", "C", "C", "C", "C", "H", "H", "H", "H", "H", "H", "H", "H", "H", "H", "H", "H", "H", "H", "H", "H", "H"],
  "positions_angstrom": [[0.68298, 1.44534, 0.06768], [1.57333, 4.55185, 1.56802], [2.15581, 2.32277, 2.11277], [0.93488, 5.10075, 3.65337], [-0.57911, 3.83692, 0.87175], [-1.83423, 0.72540, -0.89937], [1.69270, 2.64602, -1.13284], [1.11438, -1.74100, 0.65545], [-1.44676, 1.44715, 2.76573], [-0.10504, 0.08971, 1.38598], [-0.26543, -0.57912, -1.98551], [-0.97846, -0.78829, 3.25951], [0.70275, 0.12189, -1.48889], [5.32019, 1.19705, -2.46243], [1.88954, -0.07600, -2.06748], [-2.16677, -2.59833, -2.31872], [-3.12074, -3.58800, -2.50116], [-2.52403, -1.39432, -1.71708], [-0.85815, 0.29932, 2.48249], [3.96470, 2.99501, -1.55338], [-1.54065, -0.30214, -1.47442], [2.98315, 0.79199, -1.95268], [-1.66525, -0.85503, 4.52740], [-4.42842, -3.37943, -2.08722], [-4.78740, -2.17880, -1.48724], [2.82904, 2.15072, -1.50266], [5.16514, 2.52672, -2.00675], [-0.16861, -1.85158, 2.71127], [0.38138, -1.20465, 1.44636], [-3.83802, -1.18934, -1.30122], [4.24653, 0.36233, -2.44734], [-1.02830, -0.53793, 5.35679], [-1.81595, 1.60794, 3.68605], [0.65352, -2.13330, 3.37244], [-4.09463, -0.24535, -0.83940], [1.95609, -0.94937, -2.70820], [-1.21300, 2.26977, 2.20726], [-1.14734, -2.74959, -2.64221], [6.28004, 0.85421, -2.82196], [-2.56311, -0.23819, 4.50447], [4.33734, -0.65652, -2.80407], [-1.98137, -1.88182, 4.70101], [-5.17131, -4.15299, -2.23428], [-2.84328, -4.52309, -2.96970], [3.84582, 4.01374, -1.21042], [-0.75506, -2.73834, 2.46576], [6.01977, 3.19186, -2.01632], [-5.80867, -2.01591, -1.16862]],
  "atomic_forces_ev_per_a": [[0.249, -0.120, 0.333], [-0.092, 0.054, 0.038], [-0.178, -0.112, -0.163], [-0.005, -0.021, -0.002], [0.024, 0.087, -0.068], [-0.085, 0.103, -0.052], [0.119, -0.029, 0.243], [0.019, -0.008, 0.012], [0.087, 0.121, -0.023], [0.024, 0.053, 0.026], [0.193, -0.334, 0.098], [-0.039, -0.015, -0.015], [-0.148, 0.257, -0.340], [0.009, -0.019, -0.015], [-0.019, 0.093, -0.028], [-0.001, 0.024, 0.004], [0.001, -0.009, 0.005], [-0.083, 0.022, -0.037], [0.056, -0.038, -0.060], [0.017, 0.014, -0.060], [-0.031, -0.034, 0.186], [0.013, -0.039, 0.061], [0.009, 0.006, 0.007], [-0.004, -0.013, -0.003], [-0.005, 0.000, 0.009], [-0.033, -0.021, -0.116], [-0.004, 0.027, 0.022], [-0.013, -0.002, -0.009], [-0.001, -0.041, -0.004], [0.010, -0.006, -0.004], [-0.036, 0.009, 0.005], [-0.004, 0.007, 0.002], [-0.003, -0.008, -0.013], [0.003, -0.002, -0.004], [0.004, 0.005, 0.000], [-0.001, 0.020, -0.016], [-0.027, -0.012, -0.030], [0.009, -0.001, 0.000], [0.003, 0.006, 0.004], [-0.011, -0.014, 0.001], [-0.010, -0.004, 0.012], [0.006, 0.001, 0.003], [0.000, 0.000, -0.002], [0.001, 0.000, 0.000], [-0.023, 0.001, 0.000], [-0.002, 0.000, -0.001], [0.003, -0.005, -0.004], [-0.001, 0.001, 0.000]],
  "gap_ev": [7.316, 6.244],
  "relative_energy_ev": 0.886,
  "energy_ev": -130101.04747,
  "s_squared": 0.79,
  "multiplicity": 2,
  "homo_ev": [-8.0, -8.5]
}

---

| no. | M (g/mol) |
| --- | --- |
| 1 | 644.6 |
| 2 | 636.8 |